99
Properties=species:S:1:pos:R:3:mulliken_charge:R:1 method="wB97M-V/def2-TZVPD" e_lumo_ha=-0.0043 homo_ev=-9.93 max_force_ev_per_a=1.5
C 1.53 3.47 2.26 -1.2577
C 0.77 3.15 0.97 -0.1568
O 0.55 1.75 0.75 -0.3799
C -0.68 1.13 0.84 2.3313
C -1.90 1.89 0.28 -2.3280
C -3.10 2.35 1.11 0.8395
O -3.80 3.25 0.25 -0.5310
C -2.91 3.04 2.46 -0.7460
N -2.19 4.32 2.32 -0.4683
O -0.53 0.02 -0.14 -0.5813
C 0.29 -0.82 0.48 0.5380
O 1.25 -1.37 -0.05 -0.8778
O -0.02 -0.95 1.76 -0.3299
C -0.74 0.26 2.17 -0.4951
N 0.00 0.70 3.31 -0.3277
O -2.03 -0.04 2.50 -0.2658
B -2.31 -0.65 3.74 0.8543
O -2.57 -2.00 3.71 -0.4214
O -2.52 0.07 4.90 -0.6318
H 1.91 2.57 2.74 0.2707
H 0.91 4.05 2.95 0.2894
H 2.41 4.08 2.03 0.3230
H 1.37 3.47 0.12 0.5277
H -0.17 3.70 0.93 0.1567
H -1.52 2.74 -0.30 0.6720
H -2.30 1.20 -0.47 0.2515
H -3.75 1.48 1.27 0.2060
H -4.67 3.39 0.66 0.3760
H -3.93 3.20 2.85 0.4509
H -2.42 2.41 3.20 0.1516
H -1.84 4.59 3.23 0.2265
H -2.85 5.05 2.07 0.2340
H 1.00 0.53 3.17 0.2560
H -0.13 1.69 3.46 0.2518
H -3.07 -2.25 4.50 0.3518
H -1.73 0.53 5.19 0.3250
O 2.77 -3.81 0.75 -0.5673
H 2.17 -3.12 0.44 0.0968
H 3.43 -3.35 1.28 0.3487
O 4.69 -2.17 -1.11 -0.5104
H 4.59 -1.53 -1.82 0.2361
H 3.80 -2.51 -0.99 0.4230
O -1.94 3.24 -2.54 -0.5114
H -1.84 3.92 -3.22 0.2421
H -2.81 2.85 -2.71 0.2300
O 0.03 -2.32 -2.94 -0.5671
H 0.40 -1.90 -2.16 0.2812
H -0.28 -1.59 -3.49 0.2372
O 2.90 -0.62 2.30 -0.5020
H 3.32 -1.23 2.91 0.2597
H 2.61 -1.14 1.54 0.2724
O -3.50 1.16 -3.91 -0.5584
H -2.81 0.73 -4.43 0.3308
H -4.31 0.69 -4.13 0.2612
O 1.60 -5.19 -1.68 -0.6735
H 2.07 -4.85 -0.91 0.2409
H 1.39 -4.41 -2.21 0.3667
O -0.74 0.57 -4.01 -0.6901
H -0.12 1.28 -4.18 0.2710
H -1.14 0.79 -3.16 0.4167
O 5.21 -0.01 -3.45 -0.6027
H 5.99 0.52 -3.65 0.2749
H 4.56 0.26 -4.11 0.3052
O 5.11 1.72 1.67 -0.6559
H 5.55 1.46 2.48 0.3233
H 4.33 1.16 1.63 0.3265
O 4.79 -5.61 2.04 -0.6474
H 5.61 -5.22 1.72 0.3128
H 4.12 -5.35 1.40 0.3403
O 3.25 -2.57 -3.56 -0.5383
H 3.99 -1.96 -3.67 0.2818
H 3.58 -3.39 -3.94 0.2725
O -0.89 -3.90 -0.03 -0.5784
H -0.10 -3.36 -0.11 0.2544
H -0.62 -4.76 -0.39 0.3388
O 4.56 -5.24 -2.44 -0.6233
H 4.50 -4.28 -2.48 0.2926
H 3.64 -5.53 -2.41 0.3804
O 7.18 -0.55 1.37 -0.6367
H 7.36 0.30 0.96 0.3048
H 6.57 -0.98 0.76 0.3199
O -1.96 5.47 -4.56 -0.5694
H -1.20 6.05 -4.48 0.2646
H -2.42 5.75 -5.36 0.3131
O -3.02 -4.53 5.01 -0.6245
H -2.87 -5.48 5.05 0.2913
H -2.68 -4.26 4.15 0.3290
O -5.54 0.15 2.58 -0.6032
H -6.03 -0.61 2.93 0.3221
H -4.63 -0.16 2.51 0.2306
O 1.12 -6.82 -4.46 -0.6433
H 1.23 -6.24 -3.70 0.3293
H 1.20 -6.24 -5.22 0.3086
O -4.64 6.47 -5.03 -0.6616
H -4.44 6.11 -4.16 0.3346
H -5.25 5.85 -5.42 0.3209
O -6.99 2.93 1.33 -0.6192
H -6.82 2.56 2.21 0.3002
H -7.51 2.25 0.89 0.3121